1.
{"formula": "C57H49N3O3P2Y", "method": "the ωB97M-V functional and the def2-TZVPD basis", "species": ["Y", "O", "C", "C", "C", "C", "C", "C", "C", "N", "C", "C", "N", "C", "C", "C", "C", "C", "C", "C", "O", "H", "H", "H", "H", "H", "H", "H", "H", "H", "H", "H", "H", "H", "H", "C", "C", "C", "C", "C", "C", "C", "C", "P", "C", "C", "C", "C", "C", "C", "C", "C", "C", "C", "C", "C", "C", "O", "C", "C", "C", "C", "C", "C", "P", "C", "C", "C", "C", "C", "C", "C", "C", "C", "C", "C", "C", "H", "H", "H", "H", "H", "H", "H", "H", "H", "H", "H", "H", "H", "H", "H", "H", "H", "H", "H", "H", "H", "H", "H", "H", "H", "H", "H", "H", "H", "H", "H", "H", "C", "C", "N", "H", "H", "H"], "xyz": [[-0.697, 1.247, 0.006], [-2.736, 1.452, -0.555], [-3.213, 2.420, -1.346], [-4.425, 3.050, -1.047], [-4.900, 4.063, -1.857], [-4.191, 4.482, -2.986], [-3.001, 3.861, -3.301], [-2.513, 2.827, -2.502], [-1.308, 2.078, -2.813], [-0.312, 2.348, -3.547], [0.740, 1.354, -3.438], [1.791, 1.795, -2.405], [1.162, 2.387, -1.221], [1.535, 3.594, -0.970], [1.067, 4.506, 0.044], [1.820, 5.675, 0.245], [1.479, 6.593, 1.208], [0.339, 6.356, 1.986], [-0.439, 5.240, 1.784], [-0.101, 4.291, 0.800], [-0.882, 3.263, 0.582], [-4.965, 2.734, -0.164], [-5.838, 4.542, -1.604], [-4.574, 5.279, -3.608], [-2.432, 4.148, -4.177], [-1.313, 1.092, -2.309], [1.239, 1.218, -4.399], [0.325, 0.378, -3.139], [2.477, 2.512, -2.860], [2.373, 0.917, -2.108], [2.321, 4.015, -1.603], [2.697, 5.833, -0.372], [2.070, 7.486, 1.355], [0.052, 7.075, 2.744], [-1.350, 5.077, 2.346], [2.500, -6.103, -0.129], [2.427, -4.790, -0.925], [3.266, -4.911, -2.207], [2.975, -3.658, -0.072], [4.244, -3.757, 0.490], [4.770, -2.766, 1.300], [4.017, -1.636, 1.559], [2.757, -1.480, 0.990], [1.756, -0.014, 1.430], [2.962, 1.352, 1.363], [2.719, 2.512, 2.098], [3.570, 3.601, 1.997], [4.651, 3.558, 1.130], [4.877, 2.422, 0.364], [4.043, 1.321, 0.484], [1.536, -0.383, 3.214], [0.565, -1.338, 3.519], [0.369, -1.756, 4.825], [1.140, -1.214, 5.847], [2.109, -0.267, 5.552], [2.311, 0.145, 4.240], [2.251, -2.499, 0.182], [0.997, -2.285, -0.330], [0.352, -3.303, -0.998], [-0.969, -3.047, -1.363], [-1.674, -4.037, -2.037], [-1.077, -5.244, -2.351], [0.239, -5.462, -1.984], [0.981, -4.506, -1.297], [-1.784, -1.442, -0.992], [-3.138, -1.985, 0.103], [-4.294, -2.615, -0.353], [-5.246, -3.064, 0.549], [-5.051, -2.894, 1.913], [-3.904, -2.268, 2.376], [-2.957, -1.812, 1.473], [-2.562, -1.081, -2.604], [-3.777, -0.405, -2.685], [-4.265, 0.013, -3.914], [-3.543, -0.233, -5.072], [-2.334, -0.912, -5.001], [-1.847, -1.338, -3.776], [3.528, -6.344, 0.137], [2.114, -6.936, -0.716], [1.914, -6.031, 0.789], [4.310, -5.118, -1.968], [3.224, -3.987, -2.787], [2.896, -5.723, -2.833], [4.835, -4.642, 0.293], [5.754, -2.878, 1.734], [4.409, -0.862, 2.207], [1.856, 2.573, 2.753], [3.371, 4.492, 2.578], [5.314, 4.409, 1.047], [5.716, 2.386, -0.319], [4.243, 0.433, -0.103], [-0.034, -1.768, 2.722], [-0.378, -2.508, 5.045], [0.993, -1.539, 6.869], [2.721, 0.146, 6.343], [3.085, 0.870, 4.023], [-2.697, -3.851, -2.334], [-1.629, -6.006, -2.882], [0.708, -6.403, -2.241], [-4.458, -2.749, -1.414], [-6.143, -3.549, 0.187], [-5.796, -3.248, 2.613], [-3.752, -2.132, 3.439], [-2.066, -1.309, 1.835], [-4.329, -0.178, -1.783], [-5.205, 0.548, -3.960], [-3.920, 0.104, -6.028], [-1.770, -1.111, -5.903], [-0.906, -1.874, -3.733], [-1.396, 1.641, 4.932], [-1.294, 1.322, 3.520], [-1.214, 1.069, 2.407], [-2.263, 1.137, 5.355], [-1.504, 2.717, 5.058], [-0.494, 1.296, 5.440]], "lowdin_charge": [1.322, -0.307, -0.363, -0.010, -0.073, -0.086, -0.022, -0.150, -0.180, 0.088, -0.211, -0.193, -0.041, -0.079, -0.155, -0.055, -0.089, -0.068, -0.008, -0.338, -0.217, 0.116, 0.105, 0.101, 0.117, 0.048, 0.119, 0.090, 0.114, 0.109, 0.132, 0.117, 0.104, 0.108, 0.114, -0.015, -0.432, -0.008, -0.089, -0.008, -0.047, -0.085, -0.273, 1.081, -0.389, -0.116, -0.075, -0.068, -0.063, -0.104, -0.371, -0.121, -0.072, -0.082, -0.074, -0.083, -0.184, -0.026, -0.179, -0.264, -0.077, -0.047, -0.011, -0.092, 1.093, -0.349, -0.085, -0.061, -0.071, -0.075, -0.108, -0.389, -0.103, -0.055, -0.064, -0.067, -0.112, 0.082, 0.082, 0.103, 0.087, 0.099, 0.088, 0.117, 0.113, 0.114, 0.109, 0.113, 0.112, 0.111, 0.104, 0.092, 0.110, 0.109, 0.111, 0.101, 0.107, 0.113, 0.117, 0.102, 0.111, 0.108, 0.103, 0.052, 0.109, 0.115, 0.109, 0.109, 0.107, -0.001, -0.167, 0.134, 0.102, 0.099, 0.083], "energy_ev": -90138.089, "relative_energy_kcal_mol": 0.0, "homo_ev": -9.8, "total_charge": 1, "homo_lumo_gap_ev": 7.74, "lumo_energy_ev": -2.06}



2.
{"formula": "C57H50BrN13O2Ti", "method": "the ωB97M-V functional and the def2-TZVPD basis", "species": ["Ti", "N", "C", "N", "C", "N", "N", "C", "C", "C", "C", "C", "C", "N", "C", "C", "C", "C", "C", "C", "H", "H", "H", "H", "H", "H", "H", "H", "H", "H", "H", "C", "C", "C", "C", "C", "C", "C", "C", "C", "C", "N", "C", "C", "C", "C", "C", "N", "H", "H", "H", "H", "H", "H", "H", "H", "H", "H", "H", "H", "H", "H", "H", "H", "H", "Br", "C", "C", "C", "C", "C", "C", "N", "N", "C", "C", "C", "C", "O", "C", "N", "C", "C", "C", "C", "H", "H", "H", "H", "H", "H", "H", "H", "H", "C", "C", "C", "C", "C", "N", "C", "O", "N", "C", "C", "C", "C", "N", "C", "C", "C", "H", "H", "H", "H", "H", "H", "H", "H", "H", "H", "H", "H", "H"], "xyz": [[0.978, 0.039, 0.947], [0.592, -3.344, -1.902], [0.340, -2.578, -0.808], [0.554, -1.308, -0.737], [1.033, -0.652, -1.874], [1.304, 0.630, -1.824], [1.320, 1.134, -0.614], [1.426, 2.430, -0.342], [1.866, 2.682, 0.967], [2.181, 3.945, 1.525], [2.925, 4.009, 2.672], [3.426, 2.814, 3.227], [2.981, 1.615, 2.711], [2.138, 1.532, 1.683], [1.286, -1.395, -3.092], [1.794, -0.817, -4.256], [2.100, -1.606, -5.352], [1.934, -2.980, -5.304], [1.433, -3.578, -4.155], [1.100, -2.789, -3.068], [0.449, -4.342, -1.868], [-0.035, -3.121, 0.049], [1.291, 3.199, -1.093], [1.848, 4.834, 1.014], [3.171, 4.960, 3.126], [4.113, 2.838, 4.058], [3.326, 0.668, 3.119], [1.952, 0.249, -4.281], [2.471, -1.146, -6.255], [2.200, -3.592, -6.153], [1.306, -4.650, -4.106], [-1.203, -4.688, 2.850], [-1.523, -3.241, 2.475], [-1.348, -2.312, 3.642], [-2.306, -2.339, 4.648], [-2.247, -1.471, 5.720], [-1.219, -0.549, 5.773], [-0.245, -0.497, 4.787], [0.790, 0.585, 4.870], [0.202, 1.872, 4.282], [-0.288, -1.391, 3.706], [0.697, -1.312, 2.694], [1.522, -2.306, 2.523], [2.515, -2.230, 1.529], [3.484, -3.154, 1.096], [4.182, -2.530, 0.076], [3.631, -1.254, -0.067], [2.629, -1.064, 0.798], [-1.288, -5.340, 1.984], [-1.897, -5.040, 3.610], [-0.195, -4.774, 3.250], [-2.561, -3.190, 2.135], [-0.885, -2.898, 1.658], [-3.115, -3.050, 4.577], [-3.004, -1.503, 6.488], [-1.170, 0.162, 6.586], [1.685, 0.283, 4.329], [1.057, 0.753, 5.916], [0.050, 1.775, 3.204], [0.853, 2.724, 4.462], [-0.765, 2.069, 4.740], [1.479, -3.197, 3.159], [3.628, -4.147, 1.479], [4.999, -2.931, -0.491], [3.937, -0.482, -0.757], [-4.570, 8.467, -1.181], [-5.176, 6.791, -0.509], [-6.412, 6.301, -0.907], [-6.827, 5.073, -0.448], [-6.010, 4.297, 0.396], [-4.789, 4.852, 0.832], [-4.376, 6.083, 0.374], [-6.512, 3.088, 0.777], [-5.877, 2.093, 1.219], [-4.585, 1.747, 1.098], [-4.104, 0.850, 2.071], [-2.784, 0.468, 2.120], [-1.839, 0.970, 1.216], [-0.585, 0.620, 1.265], [-2.288, 1.874, 0.200], [-1.354, 2.388, -0.619], [-1.741, 3.101, -1.648], [-3.081, 3.280, -1.991], [-4.047, 2.813, -1.126], [-3.672, 2.164, 0.058], [-7.029, 6.878, -1.578], [-7.775, 4.662, -0.757], [-4.172, 4.304, 1.532], [-3.422, 6.490, 0.678], [-4.794, 0.503, 2.826], [-2.448, -0.222, 2.878], [-0.957, 3.539, -2.255], [-3.357, 3.778, -2.907], [-5.091, 2.935, -1.370], [-6.997, 3.413, -4.817], [-6.796, 1.937, -4.652], [-6.616, 1.095, -5.741], [-6.455, -0.266, -5.564], [-6.456, -0.814, -4.286], [-6.336, -2.211, -4.158], [-5.909, -2.958, -3.101], [-6.307, -4.092, -2.924], [-4.989, -2.397, -2.229], [-3.913, -1.555, -2.474], [-3.547, -1.099, -3.740], [-2.450, -0.265, -3.854], [-1.741, 0.076, -2.714], [-2.040, -0.405, -1.516], [-3.090, -1.190, -1.400], [-6.624, 0.021, -3.188], [-6.794, 1.378, -3.379], [-7.075, 3.688, -5.866], [-6.163, 3.955, -4.372], [-7.904, 3.731, -4.304], [-6.607, 1.503, -6.742], [-6.327, -0.910, -6.423], [-6.886, -2.753, -4.810], [-4.918, -2.926, -1.370], [-4.092, -1.395, -4.620], [-2.138, 0.101, -4.820], [-0.888, 0.736, -2.760], [-3.297, -1.550, -0.399], [-6.644, -0.390, -2.192], [-6.950, 2.015, -2.522]], "lowdin_charge": [0.996, 0.136, -0.109, 0.064, -0.319, 0.112, -0.189, -0.113, -0.267, -0.036, -0.095, -0.094, -0.165, -0.049, -0.092, -0.010, -0.082, -0.082, -0.020, -0.184, 0.155, 0.120, 0.113, 0.106, 0.100, 0.094, 0.116, 0.111, 0.102, 0.103, 0.111, -0.079, -0.203, -0.199, -0.055, -0.071, -0.040, -0.170, -0.179, -0.066, -0.179, 0.019, -0.069, -0.327, -0.036, -0.079, -0.127, -0.078, 0.070, 0.074, 0.066, 0.117, 0.065, 0.115, 0.103, 0.117, 0.076, 0.117, 0.055, 0.069, 0.079, 0.142, 0.099, 0.089, 0.119, 0.719, -0.683, -0.129, -0.025, -0.313, -0.019, -0.120, 0.064, 0.071, -0.246, 0.013, 0.020, -0.251, -0.172, -0.157, 0.146, -0.135, -0.025, -0.015, -0.099, 0.100, 0.111, 0.123, 0.105, 0.116, 0.096, 0.110, 0.106, 0.095, -0.046, -0.278, -0.039, -0.029, -0.276, 0.132, -0.535, 0.069, 0.135, -0.216, -0.003, -0.025, -0.154, 0.098, -0.069, -0.008, -0.034, 0.075, 0.075, 0.082, 0.111, 0.115, 0.159, 0.151, 0.104, 0.109, 0.087, 0.115, 0.120, 0.104], "energy_ev": -176545.799, "relative_energy_kcal_mol": 59.6, "homo_ev": [-5.3, -5.3], "homo_lumo_gap_ev": [4.46, 4.45], "lumo_energy_ev": [-0.87, -0.87]}